ORCA calculation (the ωB97M-V functional and the def2-TZVPD basis) on a structure of composition C35H42BN7O2Sn.

```
88
Properties=species:S:1:pos:R:3:lowdin_charge:R:1
Sn -0.76382 -0.61387 -1.37653 1.26
C 4.74938 -1.10367 -0.14063 -0.09
C 3.30008 -1.06217 -0.63043 -0.36
C 2.51178 -2.21067 -0.00763 -0.06
C 2.67728 0.26913 -0.32503 -0.26
C 3.24388 1.32363 0.40167 -0.02
C 2.30318 2.32633 0.35027 -0.08
N 1.25458 1.89273 -0.36283 -0.02
N 1.48468 0.64653 -0.78213 0.05
B 0.04938 2.77533 -0.69613 -0.57
N -1.25202 2.40353 0.01597 -0.02
C -1.86982 3.23323 0.86987 -0.09
C -3.05242 2.65413 1.26127 -0.04
C -3.07602 1.42433 0.59187 -0.29
N -1.98882 1.30483 -0.15723 0.03
C -4.16452 0.41093 0.75797 -0.37
C -4.26342 -0.56357 -0.40623 -0.09
C -3.94232 -0.33917 2.07677 -0.06
N -0.18222 2.86693 -2.21083 -0.03
C 0.04358 3.96983 -2.94293 -0.10
C -0.39932 3.73513 -4.22463 -0.04
C -0.89142 2.41883 -4.18543 -0.30
N -0.74782 1.92873 -2.96283 0.08
C -1.52132 1.67133 -5.32153 -0.37
C -0.49932 1.44713 -6.44103 -0.07
C -2.10612 0.34543 -4.85463 -0.09
H 5.20538 -2.06287 -0.38513 0.07
H 5.34608 -0.31397 -0.59803 0.07
H 4.77398 -0.98537 0.94057 0.08
H 3.29998 -1.20117 -1.71973 0.13
H 2.35398 -2.03937 1.05327 0.07
H 1.54148 -2.30857 -0.48483 0.04
H 3.05168 -3.14807 -0.13263 0.08
H 4.19298 1.36393 0.89907 0.09
H 2.31898 3.31393 0.76627 0.11
H 0.33378 3.88143 -0.32833 0.11
H -1.43562 4.17493 1.14017 0.11
H -3.79632 3.03773 1.93437 0.10
H -5.11022 0.97413 0.83277 0.13
H -3.37012 -1.18927 -0.42613 0.03
H -5.13312 -1.20967 -0.29093 0.07
H -4.34022 -0.02267 -1.34793 0.07
H -2.99682 -0.87617 2.03157 0.06
H -3.89632 0.35643 2.91347 0.07
H -4.75032 -1.04907 2.25447 0.07
H 0.49358 4.84453 -2.51143 0.10
H -0.38252 4.41533 -5.05623 0.08
H -2.33332 2.30233 -5.72283 0.13
H 0.23438 0.71763 -6.11293 0.06
H -0.98662 1.07243 -7.34143 0.07
H 0.01958 2.37333 -6.68273 0.06
H -1.30822 -0.29977 -4.49413 0.04
H -2.80072 0.51803 -4.03643 0.06
H -2.63292 -0.14837 -5.67173 0.07
N 1.28028 -0.44177 -3.81403 -0.02
C 1.48798 -1.73337 -4.42753 -0.22
C 0.65648 -2.87427 -3.74993 -0.72
O 0.62068 -3.93987 -4.36583 -0.05
O 0.12188 -2.62177 -2.64653 -0.21
H 1.90838 0.25303 -4.20553 0.07
H 1.49138 -0.50827 -2.82553 -0.02
H 2.54168 -2.06787 -4.40363 0.10
H 1.17478 -1.68877 -5.47753 0.10
C -0.65462 -1.34927 0.69607 -0.24
C -0.34072 -1.35467 1.88627 -0.21
C 0.02218 -1.39717 3.24507 -0.23
C 1.02348 -2.33927 3.63047 -0.20
C 1.92218 -2.10117 4.69677 -0.07
C 2.93728 -2.97557 4.99797 -0.14
C 3.13128 -4.13077 4.25127 -0.16
C 2.27998 -4.37677 3.17817 -0.13
C 1.25208 -3.51557 2.87827 -0.07
C -0.54592 -0.44017 4.13347 -0.19
C -1.14062 0.74533 3.64657 -0.05
C -1.73872 1.65553 4.48007 -0.13
C -1.77572 1.45173 5.85647 -0.15
C -1.20992 0.28793 6.36257 -0.14
C -0.62752 -0.64007 5.53137 -0.07
H 1.84038 -1.17997 5.25777 0.10
H 3.61518 -2.75177 5.82037 0.09
H 3.93858 -4.81167 4.49237 0.07
H 2.42748 -5.26507 2.57287 0.09
H 0.59858 -3.72157 2.04007 0.11
H -1.11362 0.92453 2.58157 0.09
H -2.17042 2.55683 4.05317 0.08
H -2.24712 2.16953 6.51967 0.07
H -1.23472 0.10003 7.43177 0.08
H -0.26222 -1.56467 5.95597 0.10
```

Total charge ... -2
Spin multiplicity ... 1
Electronic energy ... -2131.9266 hartree
Orbital gap ... 4.584 eV

ORCA calculation (the ωB97M-V functional and the def2-TZVPD basis) on a structure of composition C35H42Cl2IrN2O3S5.

```
90
Properties=species:S:1:pos:R:3:lowdin_charge:R:1
Ir 0.79547 0.46385 0.47219 1.04
C 0.83620 -3.83651 -1.66059 -0.05
C -0.07827 -3.45568 -2.82738 -0.36
C -1.45621 -4.13145 -2.75000 -0.06
C -0.10654 -1.98672 -3.29396 -0.13
C -0.16937 -1.89286 -4.68501 -0.06
C -0.04702 -0.69757 -5.35627 -0.08
C 0.17330 0.44584 -4.61486 -0.04
C 0.19938 0.43476 -3.22435 -0.15
C 0.37651 1.81524 -2.59574 -0.35
C -0.92316 2.36808 -2.02797 -0.04
C 1.57996 2.03160 -1.68615 -0.07
C -0.00386 -0.78824 -2.54751 -0.19
N -0.01122 -0.81560 -1.12054 -0.01
C -0.89435 -1.55877 -0.52744 -0.11
C -0.87294 -1.72534 0.87528 -0.32
C -1.52984 -2.65924 1.66322 -0.03
C -0.98739 -2.51955 2.93448 -0.05
C -0.03475 -1.48484 2.90062 -0.22
N 0.01171 -0.98659 1.63938 -0.04
C 0.84017 -1.18395 4.10735 -0.53
C 1.56859 0.14905 4.06196 -0.07
C 1.88633 -2.31022 4.19684 -0.04
C -0.02469 -1.18694 5.37633 -0.06
H 0.85250 -4.92647 -1.58749 0.09
H 0.54202 -3.45552 -0.68696 0.07
H 1.85778 -3.50400 -1.85701 0.04
H 0.40037 -3.94177 -3.68228 0.12
H -2.03484 -3.86751 -1.86511 0.06
H -1.32258 -5.21526 -2.72727 0.08
H -2.05807 -3.88122 -3.62470 0.08
H -0.26048 -2.80996 -5.25596 0.11
H -0.06881 -0.66420 -6.43730 0.10
H 0.31863 1.39015 -5.12517 0.11
H 0.61182 2.46137 -3.44809 0.12
H -1.21307 1.85859 -1.11871 0.03
H -1.73176 2.25134 -2.75079 0.09
H -0.80952 3.43130 -1.80904 0.08
H 1.69243 1.41971 -0.76371 -0.06
H 1.63162 3.06733 -1.35092 0.09
H 2.50956 1.77765 -2.19669 0.09
H -1.64049 -2.09317 -1.09531 0.13
H -2.26854 -3.36789 1.32453 0.10
H -1.22867 -3.11183 3.80054 0.09
H 2.22539 0.23261 3.19936 0.02
H 2.17225 0.25594 4.96604 0.09
H 0.84532 0.96244 4.04474 0.07
H 2.51643 -2.30578 3.30526 0.07
H 1.40730 -3.28747 4.27011 0.08
H 2.52244 -2.16626 5.07444 0.08
H -0.80899 -0.43108 5.30868 0.09
H 0.59949 -0.95893 6.24329 0.08
H -0.49958 -2.15117 5.55081 0.07
Cl 3.11938 2.68011 1.42765 0.41
C 1.39884 2.09878 1.59231 -0.75
H 0.81222 2.89877 1.13333 -0.01
H 1.20811 2.14011 2.65457 -0.03
C 6.25551 -1.23991 1.35876 -0.39
S 5.30863 -2.75042 1.03732 0.79
C 4.53807 -2.32749 -0.47469 -1.03
C 3.52827 -1.42887 -0.61855 -1.02
S 2.88081 -0.52369 0.70815 0.60
S 3.00197 -1.20013 -2.26462 0.95
C 4.03443 -2.35362 -3.03686 -1.50
S 3.96828 -2.67715 -4.65517 0.49
S 5.11700 -3.09491 -1.93504 0.90
H 6.74767 -1.37778 2.32095 0.03
H 5.58543 -0.38398 1.41737 0.01
H 7.00726 -1.08496 0.58762 0.04
C -5.35256 2.59940 0.10472 -0.03
C -4.26951 3.63912 0.10392 -0.18
C -4.20600 4.58613 -0.91430 -0.07
C -3.23104 5.56552 -0.91184 -0.68
Cl -3.19033 6.73278 -2.21049 0.63
C -2.28598 5.63398 0.09518 -0.11
C -2.32706 4.68550 1.10217 0.01
C -3.30542 3.69954 1.11347 -0.25
O -3.31700 2.86476 2.20261 -0.04
C -3.15200 1.45157 2.00666 -0.07
C -2.25655 1.07825 0.81293 -0.61
O -2.75189 0.48389 -0.13746 0.04
O -1.03393 1.43750 0.97223 -0.19
H -6.16143 2.89332 -0.56366 0.08
H -5.76199 2.46809 1.10739 0.09
H -4.95050 1.64005 -0.22667 0.08
H -4.93642 4.56180 -1.71278 0.11
H -1.52286 6.39957 0.07977 0.10
H -1.59421 4.68293 1.89738 0.13
H -4.11747 0.95972 1.88736 0.11
H -2.67565 1.10442 2.92310 0.13
```

Total charge ... -1
Spin multiplicity ... 1
Electronic energy ... -4709.8924 hartree
Orbital gap ... 7.095 eV

ORCA calculation (the ωB97M-V functional and the def2-TZVPD basis) on a cluster of 3 separate species, C35H43Br2F5N2O12S3 in total.

```
102
Properties=species:S:1:pos:R:3:lowdin_charge:R:1
C -0.82523 -3.20483 -7.08050 -0.13
C -0.45248 -1.83850 -6.23435 -0.29
C -1.64654 -0.67741 -6.31511 -0.63
Br -0.95829 0.79764 -7.49675 0.61
C -1.86031 -0.18006 -4.73831 -0.11
C -0.65354 0.82503 -4.16460 0.02
C -0.66308 1.41049 -2.60027 -0.12
C -1.96332 0.89836 -1.68193 -0.30
C -3.15938 -0.08338 -2.23907 -0.08
C -4.34471 -0.47596 -1.13113 -0.10
C -5.44736 0.72959 -0.92632 -0.25
O -5.25883 2.01691 -1.24120 0.03
O -6.77539 0.30440 -0.37271 -0.02
C -6.52239 -0.26399 0.96115 -0.27
C -7.25448 -1.58568 1.59829 -0.01
O -5.59562 0.36450 1.72646 -0.03
C -3.14469 -0.66420 -3.79568 -0.10
C -4.31024 -1.68202 -4.33951 -0.63
Br -6.18933 -0.98336 -4.12197 0.64
C -4.14696 -3.17432 -3.61514 -0.27
C -2.66594 -3.40289 -2.93993 -0.13
S -1.93339 1.53026 0.12141 0.82
C -0.07364 1.41767 0.54660 -0.37
C 0.44523 0.87996 2.00610 -0.01
C 2.09042 0.79109 2.21631 -0.08
C 2.58757 0.18930 3.69531 -0.09
C 2.93294 -1.39045 3.44502 -0.24
O 3.87580 -1.66750 2.50211 -0.06
N 2.31591 -2.58414 4.13428 -0.20
C 3.31391 -3.38830 4.93770 -0.11
C 1.06520 -2.24455 4.91221 -0.12
C 3.16934 1.23792 1.02067 -0.08
C 4.80816 1.12803 1.20615 -0.18
C 5.59830 2.55892 1.07873 -0.18
C 5.10096 3.58527 2.29369 -0.08
C 6.01135 3.39953 3.64803 -0.20
F 5.12415 3.64185 4.80880 0.00
F 6.57521 2.02294 3.81950 0.00
C 7.30336 4.43442 3.60362 -0.13
F 8.45572 3.77536 4.27669 0.03
F 6.95773 5.77160 4.18020 0.04
F 7.72605 4.66411 2.17478 0.00
C 2.57594 1.78369 -0.43341 0.04
C 0.93640 1.87562 -0.70520 -0.14
N 0.40299 2.33004 -2.04584 -0.01
H -1.12495 -4.08051 -6.34255 0.08
H -1.68749 -2.96007 -7.85353 0.08
H 0.16651 -3.54599 -7.62546 0.08
H 0.61560 -1.39439 -6.51829 0.11
H -0.34374 -2.18430 -5.09800 0.10
H -2.62646 -1.08323 -6.81006 0.08
H 0.24545 1.16444 -4.83262 0.07
H -4.91835 -1.45061 -1.50705 0.10
H -3.85249 -0.79459 -0.09750 0.13
H -7.99407 -2.13736 0.86552 0.10
H -6.48877 -2.39469 2.02736 0.12
H -7.87925 -1.21731 2.53474 0.10
H -4.18265 -1.88187 -5.50917 0.09
H -4.25130 -3.98984 -4.47298 0.12
H -5.00357 -3.40788 -2.84375 0.10
H -2.48145 -2.77507 -1.95620 0.08
H -2.52973 -4.53820 -2.62046 0.09
H -1.80557 -3.19026 -3.72845 0.07
H -0.32062 0.55588 2.85773 0.10
H 1.83068 0.41121 4.55861 0.11
H 3.58495 0.78098 3.97906 0.12
H 3.30522 -3.16423 6.08728 0.09
H 3.02556 -4.53745 4.79256 0.11
H 4.41347 -3.30054 4.48160 0.11
H 0.26284 -1.74991 4.21254 0.10
H 1.39305 -1.43510 5.72615 0.10
H 0.63166 -3.19395 5.46114 0.11
H 4.99134 0.68105 2.27570 0.09
H 5.20835 0.35829 0.41253 0.13
H 6.75986 2.38832 1.28732 0.12
H 5.52256 3.07085 0.02073 0.12
H 5.15010 4.68860 1.84982 0.14
H 3.98050 3.39622 2.59311 0.13
H 3.26618 2.09196 -1.33854 0.09
H 1.16009 2.53996 -2.73307 0.12
C 9.55498 3.84064 -1.27482 -0.18
C 10.46502 3.94293 -0.05372 -0.17
O 11.26174 2.76090 -0.08199 -0.19
S 11.50957 2.32600 -1.63437 0.68
O 12.80190 2.82979 -2.04328 -0.24
O 11.11823 0.94430 -1.78985 -0.23
O 10.36093 3.26942 -2.30406 -0.19
H 8.71522 3.16439 -1.08499 0.13
H 9.17225 4.81591 -1.58729 0.14
H 9.90251 4.00656 0.88080 0.12
H 11.13624 4.80456 -0.13355 0.13
C -12.63018 -1.68036 2.54615 -0.17
C -11.22635 -1.08961 2.44608 -0.18
O -10.41163 -1.92223 3.26813 -0.22
S -10.99552 -3.44457 3.22385 0.68
O -10.23124 -4.19284 2.25066 -0.24
O -11.19854 -3.89574 4.58092 -0.23
O -12.44759 -3.09502 2.57025 -0.19
H -13.11688 -1.38378 3.48087 0.13
H -13.26076 -1.39163 1.70100 0.14
H -11.18559 -0.05248 2.78734 0.14
H -10.84533 -1.15047 1.42117 0.13
```

Structure (SMILES) ... CC[C@@H](Br)c1c([C@@H](Br)CC)cc2c(c1CC(=O)OC(C)=O)Sc1cc(CC(=O)N(C)C)c(CCCC(F)(F)C(F)(F)F)cc1N2.O=S1(=O)OCCO1.O=S1(=O)OCCO1
Spin multiplicity ... 1
Electronic energy ... -9212.7290 hartree
Orbital gap ... 7.369 eV

LUMO, record by record: 0.161; 0.083; -0.015 Ha